The following is a DFT calculation (the ωB97M-V functional and the def2-TZVPD basis) of C71H70Cl3CsN7O2S4Se2Si as an isolated structure.

The gap between HOMO and LUMO is 5.7 eV. The largest force on an atom comes out at 0.045 hartree/bohr. For the electronic energy, the calculation gives -309311.579 eV. Its total charge is -1. The energy above the lowest of the compared OMol25 structures with the same formula, charge and spin comes out at 37.93 kJ/mol.

Atoms and positions in Å:
Cs (-1.033073, -0.423411, -0.319155)
C (0.684283, -6.023981, 4.523444)
N (1.681925, -4.981204, 4.497978)
C (2.792574, -4.900674, 5.313159)
C (3.470151, -3.789275, 4.958309)
N (2.758490, -3.189440, 3.933587)
C (1.644839, -3.939157, 3.625584)
S (0.531855, -3.705970, 2.421122)
C (3.141754, -1.983214, 3.290038)
C (4.449794, -1.830284, 2.849594)
C (4.763069, -0.635706, 2.221151)
C (3.767212, 0.312248, 2.035291)
C (2.494141, 0.041943, 2.516846)
N (2.193243, -1.081032, 3.160900)
H (1.062878, -6.845018, 5.128672)
H (0.493772, -6.366071, 3.506197)
H (-0.250890, -5.646594, 4.939049)
H (2.984961, -5.631203, 6.075740)
H (4.356805, -3.343134, 5.365707)
H (5.178587, -2.620553, 2.963910)
H (5.768945, -0.460975, 1.857164)
H (3.959856, 1.247293, 1.526718)
H (1.678762, 0.735707, 2.369163)
Cl (-2.731845, -5.379319, -5.674970)
C (-2.172864, -3.951763, -4.820470)
C (-1.588921, -4.084478, -3.573633)
C (-1.122861, -2.968680, -2.915395)
Cl (-0.354395, -3.205464, -1.338292)
C (-1.231942, -1.634939, -3.441255)
O (-0.811163, -0.604209, -2.859048)
C (-1.873740, -1.602494, -4.717413)
Cl (-2.074687, -0.026360, -5.450187)
C (-2.328427, -2.704561, -5.397893)
H (-1.486517, -5.060049, -3.118426)
H (-2.799168, -2.596244, -6.365228)
C (-4.093092, 3.686579, 1.719881)
Se (-2.451889, 2.655608, 1.656224)
C (-3.055631, 1.210632, 2.804585)
C (-2.874514, 1.471557, 4.282496)
Se (-1.058999, 1.073941, 4.868657)
C (-1.096488, -0.841045, 4.504869)
H (-4.924824, 3.100603, 1.330963)
H (-3.954119, 4.566789, 1.091885)
H (-4.326430, 4.018941, 2.731104)
H (-2.554798, 0.309670, 2.469998)
H (-4.105028, 1.049950, 2.546625)
H (-3.572442, 0.866735, 4.864003)
H (-3.050699, 2.520130, 4.532114)
H (-1.824696, -1.319776, 5.156521)
H (-0.096596, -1.226951, 4.700725)
H (-1.326023, -1.059388, 3.463524)
N (1.520124, -0.340302, -1.008974)
S (2.260614, -0.108070, -2.217635)
N (2.280675, 1.453392, -2.883255)
S (2.819942, 2.634118, -2.075975)
N (2.650085, 2.848768, -0.569122)
S (1.226227, 2.875645, 0.360602)
N (0.430187, 1.723441, 0.699940)
C (2.002831, 3.756939, 1.728666)
C (3.185769, 4.480558, 1.692963)
C (3.674909, 5.035823, 2.863509)
C (2.989382, 4.861113, 4.060662)
C (1.808851, 4.140877, 4.088070)
C (1.305184, 3.586687, 2.917517)
C (0.270441, 4.140593, -0.472745)
C (-0.782334, 3.650302, -1.234923)
C (-1.627557, 4.543968, -1.874089)
C (-1.432727, 5.910322, -1.740692)
C (-0.385578, 6.387805, -0.966295)
C (0.469345, 5.502882, -0.330007)
C (2.233852, 4.024889, -3.024937)
C (2.835979, 5.254633, -2.795807)
C (2.420360, 6.352721, -3.526429)
C (1.399244, 6.215065, -4.457504)
C (0.794308, 4.985049, -4.657997)
C (1.215529, 3.868311, -3.947753)
C (4.593426, 2.777685, -2.268580)
C (5.440453, 2.646648, -1.182800)
C (6.811160, 2.727656, -1.397228)
C (7.309117, 2.961622, -2.668340)
C (6.444035, 3.094412, -3.745878)
C (5.078711, 2.987937, -3.550276)
C (1.875436, -0.962692, -3.745664)
C (1.974532, -2.341664, -3.611007)
C (1.734972, -3.152198, -4.711147)
C (1.397256, -2.578852, -5.927052)
C (1.304288, -1.199697, -6.044489)
C (1.556482, -0.379794, -4.954677)
C (4.028340, -0.509072, -2.125942)
C (4.456513, -0.863581, -0.861802)
C (5.789685, -1.203949, -0.676496)
C (6.671202, -1.184702, -1.743363)
C (6.221782, -0.833232, -3.013369)
C (4.892941, -0.500032, -3.208067)
H (3.724763, 4.594521, 0.762326)
H (4.600017, 5.596247, 2.845672)
H (3.382731, 5.283659, 4.976541)
H (1.276897, 3.986632, 5.017247)
H (0.393112, 3.000321, 2.930506)
H (-0.962602, 2.586582, -1.329682)
H (-2.448460, 4.161628, -2.465763)
H (-2.104038, 6.601980, -2.232287)
H (-0.237626, 7.453980, -0.853477)
H (1.279026, 5.879409, 0.281974)
H (3.622945, 5.348614, -2.057175)
H (2.882298, 7.317375, -3.362158)
H (1.068958, 7.075146, -5.024995)
H (-0.012488, 4.882219, -5.370877)
H (0.754054, 2.902333, -4.085680)
H (5.032297, 2.463740, -0.202586)
H (7.485375, 2.606506, -0.560405)
H (8.377828, 3.033225, -2.823909)
H (6.833044, 3.264456, -4.740422)
H (4.396295, 3.065712, -4.387790)
H (2.200134, -2.771963, -2.645985)
H (1.772460, -4.227878, -4.603565)
H (1.177504, -3.211326, -6.777603)
H (1.008771, -0.756675, -6.986531)
H (1.459860, 0.693084, -5.036158)
H (3.737829, -0.880121, -0.051839)
H (6.135390, -1.495984, 0.307099)
H (7.707643, -1.454969, -1.593427)
H (6.907190, -0.828422, -3.850990)
H (4.524169, -0.240150, -4.192718)
C (-5.669378, -0.541544, -0.941829)
C (-5.428220, -2.002297, -0.557127)
C (-6.728539, -2.791545, -0.623144)
C (-4.447200, -2.582023, -1.579135)
Si (-4.502511, -2.078736, 1.106039)
O (-3.131586, -1.290432, 1.040508)
C (-4.193434, -3.899821, 1.527655)
C (-2.875813, -4.343460, 1.455909)
C (-2.534036, -5.659310, 1.742132)
C (-3.519923, -6.561051, 2.112322)
C (-4.840029, -6.140942, 2.200825)
C (-5.166257, -4.824381, 1.911434)
C (-5.597455, -1.436212, 2.538064)
C (-5.025103, -1.524255, 3.811694)
C (-5.664970, -1.044201, 4.942551)
C (-6.915555, -0.449122, 4.831858)
C (-7.509059, -0.352467, 3.585635)
C (-6.855727, -0.845947, 2.460131)
H (-6.038316, -0.485906, -1.973651)
H (-4.744750, 0.033840, -0.883339)
H (-6.404947, -0.046064, -0.305703)
H (-7.187961, -2.677260, -1.613539)
H (-7.463198, -2.468196, 0.115758)
H (-6.559755, -3.858893, -0.466475)
H (-4.863281, -2.516255, -2.592343)
H (-4.219116, -3.631583, -1.380907)
H (-3.500191, -2.042577, -1.568717)
H (-2.110501, -3.631810, 1.175322)
H (-1.495950, -5.960961, 1.677891)
H (-3.262908, -7.591186, 2.336566)
H (-5.612497, -6.841052, 2.499603)
H (-6.200954, -4.508762, 2.000171)
H (-4.044609, -1.973966, 3.918018)
H (-5.185773, -1.130273, 5.912385)
H (-7.421815, -0.067492, 5.711398)
H (-8.485551, 0.108192, 3.483180)
H (-7.345622, -0.749666, 1.499773)

Forces on the atoms, in the same order (eV/Å):
Cs -1.500 0.735 1.632
C -0.061 -0.049 -0.047
N 0.041 -0.141 0.146
C 0.217 0.253 -0.043
C -0.124 -0.297 0.205
N 0.095 -0.002 0.100
C -0.113 0.234 -0.399
S -0.025 -0.075 -0.023
C -0.037 -0.207 -0.034
C -0.039 0.142 -0.088
C -0.027 0.223 0.334
C 0.131 0.013 0.245
C -0.034 0.025 0.045
N 0.012 0.037 0.051
H -0.032 -0.007 0.031
H -0.018 0.028 0.040
H -0.008 -0.037 -0.048
H 0.054 -0.010 0.054
H 0.061 0.002 0.030
H -0.019 -0.044 0.035
H -0.140 0.095 0.196
H -0.015 0.004 -0.063
H -0.034 0.072 -0.025
Cl 0.011 0.052 0.034
C -0.060 -0.157 -0.074
C 0.106 -0.146 0.041
C 0.025 0.096 0.145
Cl -0.040 -0.775 -0.858
C -0.031 -0.263 -0.080
O 0.152 0.097 -1.084
C 0.006 0.161 -0.009
Cl -0.007 -0.022 -0.002
C -0.036 -0.098 -0.098
H -0.002 -0.007 0.013
H 0.000 0.001 -0.002
C -0.212 0.134 0.051
Se 0.141 0.110 -0.084
C -0.315 0.121 -0.106
C -0.036 0.064 0.011
Se 0.093 -0.078 0.038
C 0.083 -0.042 0.006
H 0.030 -0.030 -0.008
H 0.026 -0.025 -0.005
H 0.036 -0.032 0.018
H -0.003 -0.141 -0.131
H 0.007 -0.001 0.071
H 0.083 -0.047 0.017
H 0.022 -0.038 0.043
H 0.007 -0.012 0.009
H -0.046 0.066 0.032
H -0.056 0.096 -0.028
N 1.588 -0.234 -0.075
S -0.169 0.099 -0.207
N 0.181 0.048 0.018
S -0.229 -0.057 0.011
N 0.092 -0.049 -0.064
S -0.013 0.173 -0.152
N 0.690 0.579 0.355
C -0.319 -0.170 0.243
C 0.067 0.000 -0.150
C 0.007 0.024 0.101
C 0.093 0.076 0.009
C -0.125 -0.107 -0.077
C 0.081 0.055 0.072
C -0.138 -0.070 -0.133
C -0.135 0.072 -0.125
C -0.040 -0.027 -0.001
C -0.005 -0.021 0.018
C -0.038 0.081 -0.036
C 0.159 0.049 0.066
C 0.176 0.010 -0.022
C -0.028 0.031 -0.010
C 0.011 0.026 0.039
C -0.025 0.012 -0.033
C -0.028 -0.068 -0.033
C 0.015 0.150 0.054
C -0.076 0.105 0.057
C 0.113 -0.079 -0.185
C -0.068 -0.021 0.091
C 0.069 -0.006 -0.005
C -0.017 -0.057 -0.021
C 0.018 -0.033 -0.085
C 0.336 -0.345 0.236
C -0.094 0.017 -0.260
C -0.018 0.060 0.137
C -0.023 -0.045 -0.037
C -0.008 0.006 -0.072
C -0.124 0.114 -0.090
C -0.077 0.132 0.058
C 0.066 -0.084 -0.098
C 0.062 -0.082 0.033
C -0.016 0.027 -0.149
C 0.094 0.004 0.036
C -0.001 0.118 -0.089
H -0.005 -0.016 -0.027
H 0.037 0.021 -0.004
H 0.027 0.018 -0.006
H -0.015 0.005 0.020
H -0.014 -0.014 -0.030
H 0.145 -0.020 0.127
H -0.022 -0.004 -0.022
H -0.013 0.035 -0.010
H 0.016 0.020 0.015
H 0.014 -0.015 0.015
H 0.006 -0.013 0.004
H 0.010 -0.002 0.000
H -0.008 0.015 -0.004
H -0.016 0.012 -0.016
H -0.007 -0.100 -0.015
H -0.078 0.022 0.114
H 0.033 0.003 0.015
H 0.008 -0.001 0.002
H 0.007 0.014 -0.021
H -0.026 0.005 0.018
H 0.027 -0.043 0.084
H 0.017 -0.020 -0.007
H -0.004 0.009 -0.013
H -0.005 0.013 -0.012
H 0.017 -0.007 0.014
H -0.051 -0.049 -0.200
H 0.037 -0.096 -0.232
H 0.056 -0.018 -0.005
H 0.020 0.001 -0.015
H -0.005 0.009 -0.029
C -0.070 0.060 -0.053
C 0.104 0.029 0.017
C -0.124 -0.079 -0.061
C 0.028 -0.107 -0.119
Si 0.373 0.361 0.053
O -0.858 -0.436 0.498
C -0.145 -0.005 -0.003
C 0.098 -0.110 -0.010
C -0.014 0.036 -0.023
C 0.083 -0.127 0.022
C -0.068 -0.035 0.021
C -0.057 0.029 0.030
C 0.022 -0.155 0.006
C -0.003 0.002 0.074
C 0.034 0.001 0.071
C -0.021 0.017 0.114
C -0.064 0.031 -0.075
C -0.068 0.079 -0.047
H -0.013 0.025 -0.040
H 0.072 0.020 0.010
H -0.041 0.001 0.061
H -0.020 -0.015 -0.030
H -0.040 0.055 0.057
H 0.049 -0.030 0.012
H 0.010 -0.003 -0.038
H -0.015 -0.064 0.028
H 0.013 0.068 -0.013
H 0.027 0.041 -0.007
H 0.017 -0.042 0.008
H -0.002 0.014 -0.006
H -0.003 0.002 -0.004
H -0.035 0.020 0.001
H 0.087 -0.049 -0.036
H -0.022 0.006 -0.003
H 0.009 -0.004 -0.010
H 0.005 -0.002 0.006
H -0.028 -0.010 -0.026